Below is a 2-piece molecular cluster, C4H8N2O overall, with properties calculated with ωB97M-V/def2-TZVPD.

SMILES   N=C=CN.CC=O
Energy relative to the best compared isomer or geometry (same formula, charge and spin)   70.3 kcal per mole
E_LUMO   0.94 eV
Net charge   0

Each atom is followed by the atoms it is bonded to, with distances in Å.
Atoms and positions in Å:
1 H -1.17 1.24 -0.70  C9 1.093
2 O 0.94 1.48 0.80  C15 1.209
3 N 0.81 -2.90 0.06  H8 1.015, C10 1.423, H12 1.013
4 C -0.63 -1.07 0.75  C10 1.315, N11 1.238
5 H -0.97 2.98 -1.09  C9 1.097
6 H -2.14 -0.53 1.75  N11 1.022
7 H 1.40 -0.89 0.53  C10 1.085
8 H 1.40 -3.39 0.72  N3 1.015
9 C -0.48 2.00 -1.08  H1 1.093, H5 1.097, H14 1.096, C15 1.502
10 C 0.55 -1.57 0.48  N3 1.423, C4 1.315, H7 1.085
11 N -1.76 -0.56 0.81  C4 1.238, H6 1.022
12 H -0.05 -3.42 -0.04  N3 1.013
13 H 1.55 2.77 -0.62  C15 1.112
14 H -0.21 1.78 -2.12  C9 1.096
15 C 0.76 2.08 -0.24  O2 1.209, C9 1.502, H13 1.112